(1)
ORCA calculation (the ωB97M-V functional and the def2-TZVPD basis) on a 3-piece molecular cluster, C15H29NO8S overall at a distorted geometry.

Values from the calculation:
SMILES string = C=CC[C@]1(C=C)OS(=O)(=O)O[C@@H]1ON=O.CCOCC.CCOCC
Highest occupied orbital energy = -8.33 eV
Net charge = 0
Spin multiplicity = 1
Orbital gap = 7.4 eV
Energy above the lowest of the compared OMol25 structures with the same formula, charge and spin = 3.622 eV
LUMO level = -1.0 eV
Molecular weight = 383.46 g/mol

Atoms and positions in Å:
S 1.85 4.23 0.91
O 1.00 5.13 0.07
O 2.57 -4.04 -0.52
O 1.05 3.49 2.22
O 0.64 0.97 -0.06
O 1.05 0.91 -2.10
O 2.28 2.83 0.08
O 2.98 4.99 1.52
O -3.10 0.50 -0.62
N 1.30 0.33 -1.10
C 3.58 2.39 3.74
C -5.33 1.16 -1.41
C 3.04 -4.35 -1.82
C 1.68 1.65 0.67
C -2.09 0.37 -2.85
C -2.78 -0.35 -1.71
C 0.50 -5.36 -0.65
C 2.57 -3.38 -2.88
C 2.70 1.60 2.94
C 1.16 -4.03 -0.34
C -3.97 1.59 -0.89
C -1.90 2.83 3.58
C -1.22 2.03 2.66
C 0.21 1.40 2.99
C 1.41 2.10 2.18
H -3.49 2.29 -1.58
H -2.72 1.15 -3.29
H -5.97 2.04 -1.56
H -1.64 1.82 1.64
H 0.92 -6.15 -0.03
H 0.23 0.27 2.89
H 0.71 -3.22 -0.93
H 2.78 -5.38 -2.08
H -2.77 3.44 3.18
H -1.17 0.85 -2.50
H -2.11 -1.12 -1.32
H -0.58 -5.30 -0.46
H 1.49 -3.38 -2.99
H 0.98 -3.78 0.71
H 4.35 3.08 3.26
H 3.56 2.30 4.87
H -1.83 -0.34 -3.65
H -4.10 2.12 0.05
H 2.98 0.50 2.81
H 2.87 -2.36 -2.63
H 0.41 1.63 4.09
H 4.13 -4.32 -1.77
H -5.26 0.64 -2.37
H 2.57 0.93 0.71
H -5.82 0.49 -0.70
H 3.00 -3.64 -3.85
H -3.68 -0.87 -2.06
H -1.67 2.92 4.68
H 0.63 -5.65 -1.69



(2)
ORCA calculation (the ωB97M-V functional and the def2-TZVPD basis) on a single C4H8N2O molecule at a distorted geometry.

Values from the calculation:
SMILES string = C=C1OCNN1C
Highest occupied orbital energy = -8.95 eV
Net charge = 0
Spin multiplicity = 1
Orbital gap = 10.0 eV
Energy above the lowest of the compared OMol25 structures with the same formula, charge and spin = 4.272 eV
LUMO level = 1.0 eV
Molecular weight = 100.12 g/mol

Atoms and positions in Å:
O 1.23 1.10 -0.13
N -0.54 -0.24 0.69
N -0.97 1.11 0.61
C -1.32 -1.04 -0.21
C 1.91 -1.18 0.19
C -0.06 1.64 -0.38
C 1.08 -0.18 0.24
H -0.35 1.21 -1.43
H 2.90 -1.04 -0.01
H -2.42 -1.03 0.19
H -0.97 -2.03 -0.22
H -1.36 -0.63 -1.26
H 1.41 -2.09 0.49
H 0.17 2.74 -0.31
H -0.70 1.69 1.54



(3)
ORCA calculation (the ωB97M-V functional and the def2-TZVPD basis) on a 2-piece molecular cluster, C5H10O overall at a distorted geometry.

Values from the calculation:
Highest occupied orbital energy = -7.05 eV
Net charge = 0
Spin multiplicity = 1
Orbital gap = 4.2 eV
Energy above the lowest of the compared OMol25 structures with the same formula, charge and spin = 6.226 eV
LUMO level = -2.9 eV
Molecular weight = 86.13 g/mol

Atoms and positions in Å:
O -3.05 -0.03 -0.51
C 0.95 0.42 -0.85
C -0.44 0.30 -0.42
C -0.76 0.86 0.97
C 1.66 -1.49 0.52
C 1.92 -0.49 -0.37
H 0.69 -1.94 0.62
H -0.03 0.51 1.70
H -0.71 -0.76 -0.46
H -1.17 0.73 -1.12
H -0.86 1.94 0.98
H 1.47 1.22 -1.38
H -1.76 0.43 1.10
H -3.39 0.50 -1.22
H 2.52 -1.87 1.05
H 2.97 -0.34 -0.61



(4)
ORCA calculation (the ωB97M-V functional and the def2-TZVPD basis) on a single C5H7N3O2S molecule at a distorted geometry.

Values from the calculation:
SMILES string = CO[C@@]1(O)Nn2ccnc2S1
Highest occupied orbital energy = -7.83 eV
Net charge = 0
Spin multiplicity = 1
Orbital gap = 8.2 eV
Energy above the lowest of the compared OMol25 structures with the same formula, charge and spin = 3.676 eV
LUMO level = 0.4 eV
Molecular weight = 173.20 g/mol

Atoms and positions in Å:
S 1.87 1.05 -0.41
O 0.26 -0.27 -1.76
O -0.47 1.97 -1.73
N 2.12 -0.46 1.91
N 0.04 -0.04 1.13
N -0.81 0.65 0.22
C 1.18 -0.93 2.73
C 0.13 0.92 -1.09
C -0.13 -0.69 2.30
C 1.46 0.09 0.94
C -0.95 -0.85 -2.20
H -1.07 -0.84 2.89
H 1.43 -1.16 3.76
H -0.87 1.51 0.64
H -0.82 -1.92 -2.15
H -1.20 -0.37 -3.18
H -0.38 1.92 -2.64
H -1.79 -0.59 -1.38



(5)
ORCA calculation (the ωB97M-V functional and the def2-TZVPD basis) on a 10-piece molecular cluster, C6H33NO10 overall at a distorted geometry.

Values from the calculation:
Highest occupied orbital energy (alpha / beta) = -13.40 / -13.40 eV
Net charge = +1
<S²> = 0.754
Spin multiplicity = 2
Orbital gap (alpha / beta) = 10.6 / 5.9 eV
Energy above the lowest of the compared OMol25 structures with the same formula, charge and spin = 4.675 eV
LUMO level (alpha / beta) = -2.8 / -7.5 eV
Molecular weight = 279.33 g/mol

Atoms and positions in Å:
O 3.97 -0.26 0.50
O 2.84 2.79 0.22
O -4.08 -0.04 -2.27
O -1.73 -3.05 -0.93
O -3.71 -1.97 0.61
O -0.73 2.91 2.03
O 0.65 -3.40 3.24
O 0.57 2.85 -1.04
O 3.10 -2.25 1.93
O 2.68 0.94 -1.59
N 0.31 -0.03 0.31
C -1.88 0.97 -1.89
C -1.17 -0.13 0.38
C -2.73 -0.18 -2.61
C -1.96 1.07 -0.31
C 0.85 -1.11 -0.41
C 0.91 0.33 1.60
H -0.22 2.30 -0.75
H 0.29 -1.49 -1.42
H 0.16 3.34 -1.72
H 2.04 0.72 1.45
H -2.27 1.88 -2.30
H 0.39 1.18 2.03
H 4.77 -0.72 0.22
H -2.32 -3.70 -1.25
H 1.05 -3.25 2.48
H -1.37 3.66 1.95
H -1.39 -0.03 1.45
H -3.04 0.83 -0.14
H 3.15 1.60 -2.02
H -4.17 0.58 -1.51
H 1.81 1.11 -1.52
H 3.21 -1.40 1.48
H 1.11 -0.60 2.25
H -1.75 2.02 0.07
H 2.01 2.62 -0.17
H 1.05 -2.85 3.88
H -0.82 0.77 -2.00
H -2.47 -1.22 -2.35
H -2.70 -0.12 -3.71
H 3.82 -2.17 2.52
H 3.67 0.38 -0.26
H -0.25 2.50 1.27
H -3.29 -1.80 1.50
H -1.24 -2.59 -1.59
H 1.85 -0.82 -0.71
H 2.75 3.39 0.93
H -1.60 -1.09 0.06
H -2.95 -2.35 0.02
H 0.84 -2.11 0.08



(6)
ORCA calculation (the ωB97M-V functional and the def2-TZVPD basis) on a single C14H16N4O molecule at a distorted geometry.

Values from the calculation:
SMILES string = Cc1cc(/N=N/c2ccc([N+](C)(C)[O-])cc2)ccn1
Highest occupied orbital energy = -8.60 eV
Net charge = 0
Spin multiplicity = 1
Orbital gap = 7.5 eV
Energy above the lowest of the compared OMol25 structures with the same formula, charge and spin = 6.705 eV
LUMO level = -1.1 eV
Molecular weight = 256.31 g/mol

Atoms and positions in Å:
O 3.05 -3.87 -1.90
N 2.21 -3.07 -2.50
N -0.34 1.84 0.53
N -0.06 0.70 1.06
N -2.62 4.32 3.14
C -1.10 2.65 1.44
C 1.65 -2.08 -1.54
C -1.94 4.91 2.10
C -1.86 2.16 2.48
C 0.80 -1.10 -2.01
C 2.93 -2.43 -3.60
C -2.61 3.02 3.31
C 1.95 -2.17 -0.14
C 0.36 -0.33 0.23
C 1.14 -3.93 -3.05
C 0.12 -0.22 -1.15
C 1.34 -1.26 0.76
C -3.52 2.41 4.27
C -1.27 4.05 1.23
H 2.38 -1.47 -3.82
H 3.89 -2.19 -3.15
H 0.65 -4.27 -2.10
H -0.65 0.50 -1.47
H 0.46 -3.40 -3.74
H 0.41 -1.10 -3.08
H -3.46 1.30 4.39
H 1.70 -4.71 -3.60
H -4.53 2.48 3.85
H -2.08 1.13 2.65
H 3.11 -3.10 -4.44
H 1.50 -1.35 1.78
H -0.69 4.50 0.48
H -3.48 2.92 5.29
H -2.10 6.05 2.02
H 2.64 -2.89 0.30



(7)
ORCA calculation (the ωB97M-V functional and the def2-TZVPD basis) on a 2-piece molecular cluster, C4H9NO overall at a distorted geometry.

Values from the calculation:
SMILES string = C=NC(=C)C.O
Highest occupied orbital energy = -8.84 eV
Net charge = 0
Spin multiplicity = 1
Orbital gap = 9.5 eV
Energy above the lowest of the compared OMol25 structures with the same formula, charge and spin = 2.983 eV
LUMO level = 0.7 eV
Molecular weight = 87.12 g/mol

Atoms and positions in Å:
O 2.66 -0.71 -0.68
N -1.71 0.15 -0.13
C 0.10 1.58 0.55
C -1.81 0.09 -1.41
C -0.14 -0.80 1.41
C -0.57 0.37 0.61
H 0.65 2.07 1.34
H 0.79 -0.60 1.93
H 2.75 -1.22 -1.49
H -0.95 -1.27 1.94
H -0.23 2.18 -0.29
H -0.91 0.32 -2.09
H -2.80 -0.41 -1.80
H 1.89 -0.13 -0.68
H 0.31 -1.60 0.79



- Look up the spin multiplicity of the third one.
  1